1.
Here is a cluster of 2 separate species, C9H14O in total from the Open Molecules 2025 dataset. Energies are from ωB97M-V with the def2-TZVPD basis set.

```
24
Properties=species:S:1:pos:R:3
C -0.7468 -0.4536 1.6342
H 0.6882 -1.7446 -4.0143
C 0.6397 -0.1171 1.7574
C -1.8693 2.0161 -1.0170
H 0.7990 1.9184 -0.9127
C 1.1839 0.7255 0.8153
H 1.5569 -0.4857 -3.1786
C 0.3783 1.2422 -0.1777
C 0.7571 -2.1427 -1.8985
H -1.4014 3.0016 -0.9334
H 1.6980 -2.6457 -2.1095
H 2.1802 1.1518 0.9253
H -0.1934 -2.6428 -1.8642
C 0.6851 -1.1309 -3.0967
H 2.1172 -0.5645 2.9608
H 0.8377 -1.5644 -0.9779
H -2.5986 0.0406 0.6762
H -1.1065 -0.8837 2.5572
O 1.2336 -0.8660 2.7308
H -0.2737 -0.6129 -3.1179
C -1.5225 0.1876 0.6997
C -0.9925 1.0327 -0.3176
H -2.8741 2.1119 -0.6131
H -1.9679 1.8424 -2.0974
```

Max |F| in eV Å⁻¹: 3.0
SMILES: Cc1ccc(O)cc1.CC
2S+1: 1
Calculated total energy in eV: -11606.631
HOMO-LUMO gap in eV: 9.1
ΔE to the lowest compared entry with this formula, charge and spin in kJ/mol: 97.01
Net charge: 0

***

2.
Here is a cluster of 2 separate species, C9H14O in total from the Open Molecules 2025 dataset. Energies are from ωB97M-V with the def2-TZVPD basis set.

```
24
Properties=species:S:1:pos:R:3
H 0.0377 -2.6274 -0.7198
H 3.1834 0.0342 -0.0092
H -1.0971 2.7423 -1.4909
C -2.1154 -0.4901 0.8364
H -2.3394 1.5962 0.1933
C 2.2017 0.6078 1.8150
H 0.5707 2.1051 -1.4250
C 2.1624 0.1283 0.3402
H 1.1487 0.7230 2.1965
C -0.9281 0.6431 -0.9289
H 2.6446 1.5714 2.0830
H 2.7056 -0.2494 2.2780
C -0.4609 1.8550 -1.6825
H -0.3117 1.8385 -2.7641
C -0.5258 -1.7090 -0.5389
C -1.4729 -1.6380 0.4541
C -1.7888 0.6592 0.1754
H 1.7620 -0.8664 0.3407
H 1.6937 0.8014 -0.3511
H -2.1556 -3.3893 0.2332
H -3.0784 -0.5166 1.3115
C -0.2129 -0.5351 -1.2398
H 0.4704 -0.5002 -2.0993
O -2.0938 -2.7841 0.9923
```

Max |F| in eV Å⁻¹: 2.8
SMILES: Cc1ccc(O)cc1.CC
2S+1: 1
Calculated total energy in eV: -11606.326
HOMO-LUMO gap in eV: 9.4
ΔE to the lowest compared entry with this formula, charge and spin in kJ/mol: 126.43
Net charge: 0

***

3.
Here is a cluster of 2 separate species, C9H14O in total from the Open Molecules 2025 dataset. Energies are from ωB97M-V with the def2-TZVPD basis set.

```
24
Properties=species:S:1:pos:R:3
C 2.2786 0.0813 0.8872
C -1.8814 -1.0985 -0.9218
O 0.7807 1.6014 -2.1375
H 1.9271 -1.3646 3.0525
H 0.2633 -1.5773 2.8875
C 2.1859 0.7375 -0.3381
H -1.2746 -1.4858 -3.0503
C -2.0533 -0.9366 -2.4483
H -2.4130 -1.8658 -0.5955
C 0.0392 0.8647 1.4152
C 1.0621 -0.7462 2.8144
H 0.7202 -0.1769 3.6977
H 0.0171 2.2033 -2.1735
H -2.2066 0.0894 -2.7020
C 1.1059 0.1049 1.6089
H 3.0704 0.6252 -1.0424
H -2.2367 -0.2077 -0.4377
H -1.0166 2.1737 -0.0194
C 0.9927 1.4590 -0.7365
H -0.7301 0.9281 2.1791
H -2.9864 -1.6031 -2.6726
C -0.0779 1.6302 0.2271
H 3.2357 -0.2769 1.3046
H -0.8024 -1.1593 -0.7987
```

Max |F| in eV Å⁻¹: 5.3
SMILES: Cc1ccc(O)cc1.CC
2S+1: 1
Calculated total energy in eV: -11605.572
HOMO-LUMO gap in eV: 9.2
ΔE to the lowest compared entry with this formula, charge and spin in kJ/mol: 199.21
Net charge: 0